The following is a quantum chemistry calculation of a 2-piece molecular cluster, C2H3F2N overall in a non-equilibrium geometry, from OMol25.

Calculated values
LUMO (alpha / beta)   1.12 / -3.76 eV
Multiplicity   3

Element x y z (Å)
C -0.37 -0.69 0.68
F -0.02 -1.75 1.37
C 0.07 -0.24 -0.56
H -1.05 -0.05 1.15
N -0.64 0.82 -0.84
H -0.27 1.35 -1.63
H 0.88 -0.77 -1.15
F 1.39 1.33 0.98

---

The following is a quantum chemistry calculation of a 2-piece molecular cluster, C2H3F2N3O4 overall in a non-equilibrium geometry, from OMol25.

Calculated values
LUMO   -1.26 eV
SMILES   C/C(=N\F)[N+](=O)[O-].O=[N+]([O-])F
Multiplicity   1

Element x y z (Å)
H 0.96 1.08 0.57
N 2.60 -0.45 1.81
C 0.27 0.48 -0.02
F 1.27 -2.15 0.41
N 1.85 -1.37 -0.64
O 3.13 -1.42 1.54
O 1.58 -0.32 2.28
H -0.30 -0.28 0.59
F 3.14 0.89 1.15
O 1.50 1.69 -2.00
O 2.49 -0.14 -2.65
H -0.47 0.89 -0.66
N 1.78 0.52 -1.87
C 1.28 -0.26 -0.72

---

The following is a quantum chemistry calculation of a 2-piece molecular cluster, C2H3F2NO overall in a non-equilibrium geometry, from OMol25.

Calculated values
LUMO (alpha / beta)   0.01 / -0.45 eV
Multiplicity   1

Element x y z (Å)
H 1.20 0.20 -1.93
C -0.57 0.02 -0.67
N -0.11 -0.76 1.75
O -0.20 1.31 -0.89
F -1.16 -1.55 2.05
C 0.87 0.41 -0.98
H 1.69 0.33 -0.25
F -0.45 0.44 2.27
H -1.26 -0.39 -1.35

---

The following is a quantum chemistry calculation of a 2-piece molecular cluster, C2H3F2NO2 overall in a non-equilibrium geometry, from OMol25.

Calculated values
LUMO   -0.29 eV
SMILES   O=CC(F)F.N=O
Multiplicity   1

Element x y z (Å)
H 2.69 -0.34 0.82
C 0.97 0.41 -0.37
F 3.07 1.41 -0.02
H -2.05 1.20 0.90
N -2.70 0.50 0.55
C 2.46 0.18 -0.18
O -3.72 0.54 1.21
F 2.94 -0.36 -1.29
O 0.12 -0.40 -0.25
H 0.61 1.47 -0.34

---

The following is a quantum chemistry calculation of one molecule with the formula C2H3F2NOS in a non-equilibrium geometry, from OMol25.

Calculated values
LUMO   -0.19 eV
SMILES   [H]/N=C(\OS)C(F)F
Multiplicity   1

Element x y z (Å)
H -1.91 1.10 0.03
H 2.26 -0.75 -1.95
H 1.29 1.13 1.54
C -1.56 0.02 0.03
F -2.09 -0.77 1.01
C 0.11 0.14 0.35
F -1.83 -0.68 -1.15
S 2.53 -0.39 -0.64
N 0.37 0.90 1.31
O 0.83 -0.69 -0.53

---

The following is a quantum chemistry calculation of a 2-piece molecular cluster, C2H3F2O2S overall in a non-equilibrium geometry, from OMol25.

Calculated values
Net charge   -1
LUMO (alpha / beta)   3.39 / 3.53 eV
Multiplicity   1

Element x y z (Å)
F -0.74 -1.15 2.81
H 0.74 -0.31 0.50
S 1.44 0.06 3.83
C -0.04 0.20 -0.11
H -0.20 1.17 0.42
O 0.45 1.10 4.07
C 0.53 -0.88 2.39
O 2.68 0.54 3.24
H -0.94 -0.28 -0.43
F 1.05 -2.18 2.17

---

no.,total energy (Eh)
1,-332.29340
2,-742.58657
3,-407.43438
4,-482.83730
5,-805.84602
6,-826.30146